A structure of composition C29H41AuN4O4STe. Source: the Open Molecules 2025 dataset; level of theory: ωB97M-V/def2-TZVPD.

Summary:
Energy above the lowest of the compared OMol25 structures with the same formula, charge and spin (kcal/mol): 7.9
Frontier orbital gap (alpha / beta) (eV): 7.86 / 7.21
Highest occupied orbital energy (alpha / beta) (eV): -10.297 / -11.024
Net charge: +1
Spin multiplicity: 2
Max |F| (eV/A): 1.2

Element x y z (Å)
Au 1.719433 0.225074 0.904973
C 1.212808 -1.783037 6.053947
N 2.035066 -1.195033 5.000064
C 3.373398 -0.740447 5.373029
C 1.587678 -1.019235 3.759878
O 2.294556 -0.491678 2.888047
C 0.160101 -1.461718 3.463978
O -0.126880 -1.499596 2.091239
C -0.098887 -2.753707 1.451017
C 1.104813 -2.914583 0.519381
O 2.029714 -2.096265 0.530428
N 1.119475 -3.981970 -0.286494
C 2.222040 -4.180574 -1.217501
C 0.098074 -5.016205 -0.319087
H 1.734765 -1.654304 6.997723
H 0.247950 -1.283654 6.138334
H 1.057783 -2.851535 5.897064
H 3.302392 0.118073 6.041272
H 3.897192 -1.548701 5.881607
H 3.920472 -0.456872 4.481313
H -0.046953 -2.424145 3.938045
H -0.508854 -0.722922 3.915987
H -0.092627 -3.568833 2.182761
H -1.012521 -2.825726 0.863114
H 2.963736 -3.402935 -1.073428
H 2.677732 -5.155960 -1.045054
H 1.848535 -4.145908 -2.242655
H -0.696974 -4.827095 0.392760
H -0.339702 -5.070671 -1.317413
H 0.545787 -5.983541 -0.085802
S 1.249963 2.438156 1.711696
C 2.830298 2.915849 1.370228
N 3.914690 3.238637 1.135228
C 4.023630 0.039134 -1.146674
C 2.815423 0.545817 -1.894548
O 2.895794 0.932597 -3.043454
N 1.606586 0.530666 -1.183877
Te 0.238030 1.338619 -2.378940
C -0.791779 3.150442 -1.893823
C -2.149483 3.197685 -2.231242
C -2.962963 2.086330 -2.848038
C -2.784713 4.423734 -2.047134
C -2.119104 5.558801 -1.608297
C -2.846326 6.857699 -1.402937
C -0.745257 5.482865 -1.430609
C -0.049464 4.291280 -1.590753
C 1.447485 4.306102 -1.535155
C -1.112509 -0.157566 -1.679821
C -1.061144 -1.358597 -2.399893
C -0.148465 -1.632723 -3.571371
C -1.908745 -2.399864 -2.023432
C -2.785304 -2.287563 -0.959061
C -3.716308 -3.409332 -0.586233
C -2.772930 -1.104965 -0.229871
C -1.950449 -0.033409 -0.557545
C -2.041123 1.185190 0.322108
H 4.730707 -0.367403 -1.865532
H 3.785716 -0.711100 -0.395248
H 4.477325 0.902833 -0.653601
H -2.387601 1.463062 -3.534062
H -3.769861 2.532050 -3.426908
H -3.409341 1.427302 -2.105033
H -3.838139 4.491172 -2.295682
H -3.899343 6.769746 -1.663315
H -2.407906 7.648082 -2.012786
H -2.778631 7.173680 -0.361187
H -0.184711 6.379179 -1.188888
H 1.818757 5.248105 -1.936009
H 1.901900 3.502333 -2.125256
H 1.816970 4.218592 -0.521815
H 0.357234 -0.756990 -3.971189
H -0.709611 -2.087675 -4.387320
H 0.632672 -2.335897 -3.273058
H -1.890843 -3.316192 -2.604996
H -3.624878 -4.247984 -1.274889
H -4.753246 -3.072583 -0.600786
H -3.517013 -3.774467 0.424606
H -3.430193 -1.004213 0.627745
H -2.304537 0.881756 1.334931
H -2.813628 1.872552 -0.026072
H -1.107733 1.742180 0.361271

Atomic forces in eV per Å
Au -0.4 -0.3 -0.3
C 0.0 0.0 0.0
N 0.0 0.0 0.0
C 0.0 0.0 0.0
C 0.1 0.0 0.0
O 0.1 0.1 0.1
C 0.0 0.0 0.0
O 0.0 0.0 0.0
C 0.0 0.0 0.0
C 0.0 0.0 0.1
O -0.1 0.0 -0.1
N 0.0 0.0 0.0
C 0.0 0.0 0.0
C 0.0 0.0 0.0
H 0.0 0.0 0.0
H 0.0 0.0 0.0
H 0.0 0.0 0.0
H 0.0 0.0 0.0
H 0.0 0.0 0.0
H 0.0 0.0 0.0
H 0.0 0.0 0.0
H 0.0 0.0 0.0
H 0.0 0.0 0.0
H -0.1 0.0 0.0
H 0.0 0.0 0.0
H 0.0 0.0 0.0
H 0.0 0.0 0.0
H 0.0 0.0 0.0
H 0.0 0.0 0.0
H 0.0 0.0 0.0
S 0.1 0.0 -0.1
C 0.0 0.1 0.2
N 0.0 0.0 -0.1
C 0.0 0.0 -0.1
C -0.2 -0.3 0.9
O -0.1 0.3 -0.3
N 1.0 0.8 0.0
Te -0.9 -0.6 -0.5
C 0.3 -0.4 0.0
C 0.0 0.3 0.1
C 0.1 0.0 0.0
C -0.1 -0.1 0.0
C 0.0 0.1 0.0
C 0.0 0.0 0.0
C 0.1 0.0 0.1
C -0.2 0.0 -0.1
C 0.1 -0.1 0.0
C 0.0 0.0 0.1
C -0.1 0.1 -0.1
C 0.1 0.0 0.1
C 0.0 0.0 0.0
C 0.0 -0.1 0.0
C 0.0 0.0 0.0
C 0.0 0.0 0.0
C 0.0 0.0 0.0
C 0.1 0.0 0.0
H 0.0 0.0 0.0
H 0.0 0.0 0.0
H 0.0 0.0 0.0
H 0.0 0.0 0.0
H 0.0 0.0 0.0
H 0.0 0.0 0.0
H 0.0 0.0 0.0
H 0.0 0.0 0.0
H 0.0 0.0 0.0
H 0.0 0.0 0.0
H 0.0 0.0 0.0
H 0.0 0.0 0.0
H 0.0 0.0 0.0
H 0.1 -0.1 0.2
H 0.0 0.0 0.0
H 0.0 0.0 0.0
H 0.0 0.0 0.0
H 0.0 0.0 0.0
H 0.0 0.0 0.0
H 0.0 0.0 0.0
H 0.0 0.0 0.0
H 0.0 0.0 0.0
H 0.0 0.0 0.0
H 0.0 0.0 0.0
H 0.0 0.0 0.0


A structure of composition C29H41BF4N3O4SbSi3V. Source: the Open Molecules 2025 dataset; level of theory: ωB97M-V/def2-TZVPD.

Summary:
Energy above the lowest of the compared OMol25 structures with the same formula, charge and spin (kcal/mol): 0.0
Frontier orbital gap (eV): 3.90
Highest occupied orbital energy (eV): -9.956
Net charge: +1
Spin multiplicity: 1
Max |F| (eV/A): 1.3

Element x y z (Å)
V -0.150053 -0.537511 0.210935
C -0.589858 -1.414041 4.810399
Sb 0.516270 -0.200828 3.409077
C -1.148129 -0.312436 1.858375
C -1.717066 -1.692532 1.743506
C -2.674833 -2.361809 2.490687
C -3.070839 -3.612027 2.042402
C -2.527427 -4.160663 0.882845
C -1.578888 -3.440832 0.188111
N -1.200546 -2.247646 0.647220
Si -2.571336 1.056987 1.717048
C -2.861000 1.706810 3.440325
C -2.148911 2.421063 0.505317
C -4.040144 0.137997 1.011932
C 2.202835 -1.534761 2.655459
C 2.386405 -1.854497 1.218410
C 3.618163 -2.385781 0.773750
C 3.789898 -2.867266 -0.498327
C 2.718802 -2.864478 -1.398504
C 1.557056 -2.306860 -0.961367
N 1.413357 -1.774741 0.279453
Si 2.057245 -3.291101 3.491509
C 0.513560 -4.136360 2.841772
C 2.099269 -3.083853 5.356810
C 3.397179 -4.507355 2.999562
Si 3.811880 -0.583455 3.333784
C 4.561986 0.409335 1.927907
C 3.432425 0.491489 4.822003
C 5.144490 -1.755033 3.955777
H -1.570044 -0.936889 4.871805
H -0.108025 -1.289644 5.779056
H -0.709882 -2.473355 4.608234
H -3.103384 -1.911637 3.373851
H -3.821592 -4.163942 2.592771
H -2.844612 -5.126530 0.518508
H -1.124646 -3.799645 -0.726084
H -1.920057 1.929616 3.947401
H -3.442232 1.022513 4.061274
H -3.415389 2.645290 3.369387
H -2.014237 3.363489 1.034617
H -2.980685 2.525125 -0.193998
H -1.245636 2.274191 -0.086136
H -4.515250 -0.563108 1.696869
H -3.777952 -0.399762 0.097532
H -4.784962 0.889629 0.738602
H 4.436319 -2.433140 1.475157
H 4.749302 -3.270476 -0.795039
H 2.797466 -3.263313 -2.398877
H 0.686498 -2.260902 -1.609738
H -0.417524 -3.590991 2.966801
H 0.402661 -5.100368 3.345145
H 0.646821 -4.347572 1.776828
H 1.923437 -2.065895 5.701311
H 3.074823 -3.386839 5.739006
H 1.352918 -3.723506 5.832374
H 3.341403 -4.784726 1.946587
H 3.197083 -5.415189 3.577619
H 4.416734 -4.203317 3.223108
H 3.961582 0.407385 1.018683
H 5.550426 0.020685 1.676476
H 4.674977 1.450902 2.228223
H 2.625697 1.211485 4.704836
H 4.342459 1.075372 4.989850
H 3.259622 -0.099145 5.724342
H 5.716148 -2.247035 3.167667
H 4.796559 -2.516378 4.650930
H 5.850426 -1.125627 4.506295
O 3.285151 2.328645 -5.500358
C 2.753658 1.230279 -5.334666
O 2.667863 0.204554 -6.030762
C 2.085232 1.021958 -3.974182
C 2.740657 1.276932 -2.775796
C 2.153369 0.952473 -1.564832
N 0.927418 0.437140 -1.497727
C 0.267212 0.243338 -2.655362
C 0.790069 0.486776 -3.896221
C -1.034757 -0.396165 -2.416526
O -1.724052 -1.099659 -3.057910
O -1.311050 -0.167875 -1.011928
H 3.720723 1.735300 -2.801112
H 2.663434 1.120934 -0.628362
H 0.247322 0.239120 -4.799227
F 2.308376 2.253141 2.372856
B 1.242163 2.438125 1.575608
F 0.053602 2.581342 2.204127
F 1.418030 3.111189 0.439182
F 1.091630 0.769841 0.923471

Atomic forces in eV per Å
V 0.6 0.9 -0.7
C 0.0 0.0 0.0
Sb 0.0 -0.1 0.1
C 0.2 -0.1 0.0
C -0.1 0.2 -0.2
C 0.0 0.0 0.0
C 0.0 0.0 0.0
C 0.0 0.0 0.0
C -0.1 0.0 0.1
N 0.1 -0.1 -0.3
Si 0.2 0.3 0.0
C 0.0 -0.1 0.0
C 0.1 0.0 0.0
C 0.0 -0.1 0.1
C -0.1 0.0 0.1
C 0.1 0.0 -0.1
C 0.0 0.1 0.0
C 0.0 0.0 0.0
C 0.0 0.0 0.0
C 0.1 -0.1 0.0
N -0.1 0.0 0.0
Si 0.0 0.0 0.0
C 0.0 0.0 0.0
C 0.0 0.0 0.0
C 0.0 0.1 0.0
Si 0.0 -0.1 0.0
C -0.1 0.0 0.0
C -0.1 0.0 -0.1
C 0.0 0.0 0.0
H 0.0 0.0 0.0
H 0.0 0.0 0.0
H 0.0 0.0 0.0
H 0.0 0.0 0.0
H 0.0 0.0 0.0
H 0.0 0.0 0.0
H 0.0 0.0 0.0
H 0.0 0.0 0.0
H 0.0 0.0 0.0
H 0.0 0.0 0.0
H -0.1 0.0 0.0
H 0.0 0.0 0.0
H 0.0 0.0 0.0
H 0.0 0.0 0.0
H 0.0 0.0 0.0
H 0.0 0.0 0.0
H 0.0 0.0 0.0
H 0.0 0.0 0.0
H 0.0 0.0 0.0
H 0.0 0.0 0.0
H 0.0 0.0 0.0
H 0.0 0.0 0.0
H 0.0 0.0 0.0
H 0.0 0.0 0.0
H 0.0 0.0 0.0
H 0.0 0.0 0.0
H 0.0 0.0 0.0
H 0.0 0.0 0.0
H 0.0 0.0 0.0
H 0.0 0.0 0.0
H 0.0 0.0 0.0
H 0.0 0.0 0.0
H 0.0 0.0 0.0
H 0.0 0.0 0.0
H 0.0 0.0 0.0
H 0.0 0.0 0.0
H 0.0 0.0 0.0
H 0.0 0.0 0.0
O -0.1 0.0 0.2
C 0.3 0.0 -0.3
O -0.2 0.0 0.1
C -0.2 0.0 0.1
C 0.1 0.1 -0.1
C 0.0 -0.1 0.0
N 0.1 0.0 0.1
C 0.0 -0.1 -0.2
C 0.1 -0.1 -0.1
C 0.3 0.0 0.5
O -0.2 0.2 -0.1
O -0.6 -0.9 0.1
H 0.0 0.0 0.0
H 0.0 0.0 0.0
H 0.0 0.0 0.0
F 0.0 0.0 -0.1
B 0.1 0.6 0.1
F 0.1 -0.1 0.0
F 0.0 -0.1 0.0
F -0.5 -0.3 0.5


The ion C29H41ClNS with charge +1. Source: the Open Molecules 2025 dataset; level of theory: ωB97M-V/def2-TZVPD.

Summary:
Frontier orbital gap (eV): 8.43
Highest occupied orbital energy (eV): -10.819
Net charge: +1
Spin multiplicity: 1
SMILES string: CCCCCCCCCCC[N+](C)(C)CC/C=C1/c2ccccc2Sc2ccc(Cl)cc21
Max |F| (eV/A): 1.0

Element x y z (Å)
C -8.135959 -0.074102 -1.449672
C -8.642709 0.000745 -0.013700
C -7.523641 0.199014 1.009342
C -6.594465 -1.008294 1.119676
C -5.606765 -0.903125 2.282748
C -4.654145 0.292942 2.213416
C -3.815254 0.378063 0.937842
C -2.878586 -0.813712 0.754200
C -1.974158 -0.625715 -0.461386
C -0.994333 -1.792290 -0.625005
C 0.030587 -1.427065 -1.694303
N 1.022641 -2.481202 -2.060980
C 0.335880 -3.640562 -2.664759
C 1.749631 -2.947082 -0.865581
C 1.976345 -1.946875 -3.090529
C 2.617477 -0.576291 -2.824174
C 3.497928 -0.547944 -1.612656
C 3.285719 0.147089 -0.489700
C 4.148365 -0.044986 0.687086
C 5.535678 0.002345 0.602847
C 6.314444 -0.221396 1.722422
C 5.716490 -0.502084 2.941880
C 4.338725 -0.545650 3.046037
C 3.560612 -0.305347 1.924440
S 1.793121 -0.379845 2.077226
C 1.378011 0.880244 0.907579
C 0.276162 1.691489 1.146112
C -0.060146 2.686337 0.249436
C 0.724442 2.882573 -0.881327
Cl 0.329043 4.140343 -1.996309
C 1.822424 2.074720 -1.128491
C 2.142801 1.042077 -0.251724
H -7.549027 0.809725 -1.692913
H -8.972993 -0.128033 -2.141530
H -7.516685 -0.954922 -1.601628
H -9.193593 -0.911782 0.224178
H -9.340039 0.837216 0.068389
H -7.973273 0.383596 1.987720
H -6.950043 1.086252 0.734373
H -6.047886 -1.142246 0.185322
H -7.202588 -1.903439 1.272227
H -5.025499 -1.826592 2.335711
H -6.171570 -0.826039 3.214433
H -5.232062 1.213235 2.306692
H -3.982115 0.243542 3.073989
H -3.214897 1.290537 0.981214
H -4.470263 0.461906 0.070062
H -3.462407 -1.726584 0.632518
H -2.261275 -0.926392 1.648277
H -1.411653 0.302873 -0.344828
H -2.588057 -0.531743 -1.359113
H -0.501139 -1.955699 0.333595
H -1.559420 -2.686723 -0.886812
H -0.490932 -1.137389 -2.609605
H 0.584543 -0.564836 -1.323079
H -0.282235 -3.323000 -3.502562
H 1.067667 -4.363205 -3.021820
H -0.297824 -4.128925 -1.928674
H 1.069601 -3.461955 -0.191722
H 2.194957 -2.103891 -0.343253
H 2.538221 -3.638528 -1.155852
H 1.425347 -1.876069 -4.030933
H 2.765891 -2.691740 -3.211967
H 1.857543 0.201217 -2.780336
H 3.234041 -0.373022 -3.704679
H 4.360696 -1.199540 -1.656355
H 5.994245 0.229352 -0.347643
H 7.389312 -0.177272 1.645177
H 6.323059 -0.677570 3.816146
H 3.860655 -0.756064 3.989979
H -0.305020 1.543534 2.042551
H -0.910201 3.322708 0.433616
H 2.446910 2.263142 -1.987411

Atomic forces in eV per Å
C -0.2 0.0 0.2
C 0.2 0.2 0.0
C -0.1 -0.3 -0.1
C 0.0 0.2 0.3
C 0.0 0.1 -0.1
C -0.1 -0.1 -0.1
C 0.0 -0.2 0.3
C -0.1 0.4 -0.3
C 0.0 -0.3 0.2
C 0.0 0.1 -0.2
C -0.6 0.5 0.4
N 0.0 0.0 -0.2
C -0.4 -0.7 -0.3
C 0.5 -0.2 0.8
C 0.6 0.5 -0.6
C -0.1 -0.1 0.2
C -0.1 0.4 0.1
C 0.1 -0.3 -0.2
C 0.3 -0.1 0.2
C -0.1 0.0 0.0
C 0.1 0.0 0.0
C 0.0 0.0 0.0
C 0.0 0.0 0.0
C -0.2 0.0 0.0
S 0.1 0.0 -0.1
C 0.1 -0.2 0.0
C 0.2 -0.1 -0.1
C 0.0 0.1 -0.2
C 0.0 -0.1 0.1
Cl 0.0 0.1 0.0
C -0.1 0.1 0.1
C -0.3 0.3 0.0
H 0.1 0.1 -0.1
H 0.0 0.0 -0.1
H 0.1 -0.1 -0.1
H -0.1 0.0 0.1
H -0.1 -0.1 0.0
H 0.1 0.1 0.1
H 0.0 0.1 0.0
H 0.0 -0.1 -0.1
H 0.0 -0.1 -0.1
H 0.0 -0.1 0.1
H 0.0 -0.1 0.1
H 0.0 0.1 0.1
H 0.0 0.1 0.1
H 0.0 0.1 -0.1
H 0.0 0.1 -0.1
H 0.0 -0.1 0.1
H 0.0 -0.1 0.1
H 0.0 0.1 -0.1
H 0.0 0.1 -0.1
H 0.1 -0.1 0.0
H 0.0 -0.1 0.0
H 0.1 0.0 -0.1
H 0.1 -0.1 -0.1
H 0.1 0.1 0.0
H 0.1 0.1 0.1
H 0.1 0.1 0.1
H -0.1 0.0 -0.1
H -0.1 -0.1 -0.1
H 0.0 0.0 -0.2
H -0.1 -0.1 0.1
H -0.2 -0.1 0.0
H 0.0 0.0 -0.1
H -0.1 0.0 -0.1
H 0.1 -0.1 0.1
H 0.1 0.0 -0.1
H 0.1 0.0 0.0
H 0.1 0.0 0.1
H 0.0 0.0 0.1
H -0.1 0.0 0.1
H -0.1 0.1 0.0
H 0.0 0.0 -0.1